1.
DFT (the ωB97M-V functional and the def2-TZVPD basis) results for a single C4H8N4 molecule at a distorted geometry.

Cartesian coordinates (Å):
H  -0.25717  -1.33405  -0.09944
N  -1.27166  -1.64136  0.00503
C  -2.14308  -0.80404  -0.02229
N  -1.87885  0.63527  0.14401
C  -0.72334  1.36295  -0.05864
N  0.55964  1.27218  -0.23842
N  0.90210  -0.13724  0.01118
C  2.23306  -0.19362  0.80714
C  2.25841  -0.48373  -0.65953
H  -3.18426  -0.95014  -0.05928
H  -2.64906  1.22226  -0.02224
H  -1.25232  2.34284  -0.01427
H  2.36314  0.77866  1.21501
H  2.08332  -1.01110  1.44491
H  2.19958  -1.50314  -1.10022
H  2.76784  0.26324  -1.21713

Forces on the atoms, in the same order (eV/Å):
H -1.62 0.21 0.81
N 1.94 -3.40 -1.14
C 0.73 3.74 0.91
N 1.14 -2.84 -0.47
C -0.77 2.62 -0.21
N -2.23 -1.71 1.18
N 3.76 0.98 -1.32
C -2.78 -0.69 -1.86
C -1.58 -0.25 1.32
H -1.41 -0.52 0.06
H -1.15 0.41 -0.03
H 2.08 0.44 -0.52
H 0.99 0.51 0.11
H 0.54 -0.87 1.20
H 0.52 0.81 0.73
H -0.15 0.55 -0.76

Charge   0
Gap between HOMO and LUMO   9.586 eV
HOMO level   -8.79 eV
LUMO energy   0.0292 hartree

---

2.
DFT (the ωB97M-V functional and the def2-TZVPD basis) results for a molecular structure, C57H141O31Ti at a distorted geometry.

Cartesian coordinates (Å):
Ti  20.32334  -20.64226  -3.21554
O  18.60446  -23.10689  -5.76370
C  19.38914  -22.23124  -4.81571
O  19.43185  -22.68442  -3.59502
O  19.70533  -21.13084  -5.27885
H  18.19720  -23.65910  -5.04605
C  16.72175  -26.11032  -11.76499
O  15.41394  -26.60426  -11.43504
C  14.59885  -25.77558  -10.67941
C  14.87175  -25.92939  -9.23957
O  15.92235  -25.07790  -8.79330
C  16.19850  -25.32760  -7.43315
H  17.05347  -26.71865  -12.60236
H  17.41399  -26.12585  -10.92896
H  16.70781  -25.05275  -12.04336
H  13.61267  -26.09521  -11.00883
H  14.66120  -24.72041  -10.90978
H  15.19926  -26.93850  -9.02012
H  13.96229  -25.67852  -8.64269
H  16.54811  -26.36468  -7.22269
H  15.32733  -25.06299  -6.83123
H  17.03163  -24.69819  -7.10736
C  22.82512  -20.47946  -9.07772
O  23.68868  -19.71559  -8.23942
C  25.00403  -19.74138  -8.75790
C  25.89862  -19.07371  -7.72685
O  27.21962  -19.09022  -8.28892
C  28.18901  -18.50832  -7.38219
H  22.70187  -20.01015  -10.06460
H  21.84084  -20.58539  -8.60286
H  23.26430  -21.47807  -9.17238
H  25.06337  -19.28412  -9.75863
H  25.34282  -20.80212  -8.84406
H  25.83049  -19.68226  -6.81517
H  25.57150  -18.08068  -7.47995
H  27.90897  -17.48540  -7.22613
H  29.14156  -18.57214  -7.86636
H  28.18756  -18.98590  -6.41048
C  21.60199  -23.69608  -6.49698
O  22.65634  -23.97946  -7.47424
C  23.29498  -25.18824  -7.12239
C  24.07980  -25.64107  -8.33358
O  24.41786  -26.94891  -8.12118
C  25.50411  -27.36102  -8.88660
H  22.06472  -23.46178  -5.52207
H  20.89888  -24.53891  -6.38211
H  21.00864  -22.86693  -6.85656
H  22.52692  -25.94091  -6.87690
H  23.90441  -25.07874  -6.19797
H  24.90498  -24.96408  -8.50051
H  23.52814  -25.48393  -9.24321
H  25.29732  -27.20759  -9.95985
H  25.72769  -28.41133  -8.67807
H  26.40451  -26.80593  -8.65310
C  17.87088  -18.64673  -3.58445
O  18.33611  -19.70930  -2.69733
C  18.27656  -19.38878  -1.34192
C  19.07593  -20.37877  -0.53190
O  20.49926  -20.42995  -0.95044
C  21.20026  -21.26964  -0.06590
H  18.19471  -18.80058  -4.59923
H  18.32433  -17.69640  -3.30017
H  16.78202  -18.56409  -3.52587
H  17.24123  -19.35750  -0.94465
H  18.80310  -18.41550  -1.21262
H  18.71271  -21.40393  -0.68260
H  19.00337  -20.10678  0.50984
H  22.16726  -21.44209  -0.54536
H  20.72625  -22.23215  0.09873
H  21.38610  -20.76543  0.86646
C  23.49300  -21.91789  -4.03119
O  22.35885  -21.16275  -4.41115
C  22.63592  -20.15443  -5.34927
C  22.69778  -18.88259  -4.57698
O  21.41464  -18.67608  -4.08822
C  21.45000  -17.59296  -3.16951
H  23.12562  -22.74335  -3.42767
H  24.15665  -21.26447  -3.47919
H  23.98473  -22.24418  -4.92686
H  21.81906  -20.14472  -6.07235
H  23.54438  -20.38367  -5.89888
H  23.06715  -18.01497  -5.12119
H  23.38765  -19.00028  -3.72180
H  20.43549  -17.26858  -2.95424
H  21.97652  -16.73005  -3.60004
H  22.01701  -17.85670  -2.27377
C  19.70870  -25.69099  6.22296
O  18.86597  -25.88732  5.10507
C  19.36397  -25.16684  3.94371
C  18.21382  -25.11066  3.00790
O  18.59303  -24.29098  1.92356
C  17.69474  -24.31670  0.86911
H  20.75790  -26.00952  6.06493
H  19.33224  -26.30387  7.02220
H  19.71189  -24.66202  6.51952
H  20.25446  -25.64586  3.51955
H  19.58167  -24.16487  4.27528
H  17.33073  -24.71353  3.50950
H  17.90473  -26.04658  2.57702
H  18.06381  -23.76852  0.00500
H  16.71911  -23.89491  1.08279
H  17.48544  -25.34475  0.56882
C  21.66040  -30.35493  -2.23199
O  21.66269  -29.20430  -3.03412
C  22.86978  -29.15722  -3.77149
C  23.05810  -27.75130  -4.21740
O  23.34371  -26.98356  -3.00448
C  23.51073  -25.64408  -3.43054
H  22.49052  -30.36705  -1.55476
H  21.57297  -31.22218  -2.85472
H  20.75447  -30.38754  -1.59707
H  22.91572  -29.81351  -4.64730
H  23.66059  -29.47767  -3.08395
H  22.09336  -27.36054  -4.61441
H  23.75488  -27.57715  -5.04341
H  22.56178  -25.12296  -3.68289
H  24.18759  -25.51878  -4.28591
H  23.96569  -25.06698  -2.60270
C  20.13344  -24.84140  -10.02639
O  18.98391  -24.12066  -10.30499
C  18.58786  -23.23837  -9.27886
C  19.32580  -21.92679  -9.27768
O  18.73874  -20.88887  -10.06447
C  18.57108  -21.19420  -11.45282
H  20.02142  -25.42878  -9.12282
H  21.03212  -24.20469  -9.95077
H  20.25642  -25.53456  -10.86031
H  18.67860  -23.81680  -8.36411
H  17.54723  -22.98322  -9.45370
H  20.37220  -22.09850  -9.54219
H  19.33191  -21.43475  -8.31567
H  17.95982  -20.41551  -11.95278
H  18.06328  -22.15786  -11.53668
H  19.48861  -21.26195  -12.02230
C  14.89751  -20.88809  -0.88372
O  15.27019  -22.18306  -0.30690
C  14.93395  -23.24196  -1.12632
C  13.42783  -23.48549  -1.07373
O  12.80980  -22.67145  -2.03509
C  11.48525  -22.77066  -2.12739
H  15.38199  -20.79134  -1.83723
H  15.30083  -20.14792  -0.21285
H  13.80424  -20.81089  -0.94185
H  15.44239  -24.10557  -0.73518
H  15.23341  -23.18468  -2.19571
H  13.04523  -23.25574  -0.06907
H  13.27104  -24.53898  -1.30422
H  11.20335  -22.05176  -2.89295
H  11.04401  -22.51804  -1.16313
H  11.13094  -23.75145  -2.44538
C  13.73285  -20.19830  -4.17620
O  15.14892  -20.28596  -4.31644
C  15.47700  -21.54904  -4.88912
C  15.01725  -21.74621  -6.31915
O  15.44986  -20.65506  -7.07826
C  16.83230  -20.61173  -7.29865
H  13.21715  -19.94168  -5.09781
H  13.48457  -19.48990  -3.36340
H  13.37955  -21.14639  -3.74448
H  15.13019  -22.40789  -4.26032
H  16.56093  -21.59656  -4.80265
H  13.94513  -21.82456  -6.42096
H  15.39245  -22.67906  -6.72186
H  16.95465  -19.90258  -8.12520
H  17.23001  -21.52578  -7.72864
H  17.40819  -20.29323  -6.44609
C  19.98155  -18.57752  -7.68131
O  20.15795  -17.36755  -8.40339
C  21.34390  -16.68997  -8.09533
C  21.33715  -15.98895  -6.76028
O  20.58151  -14.79887  -6.93216
C  20.42215  -14.07632  -5.70981
H  19.57135  -18.35039  -6.68851
H  20.91048  -19.12313  -7.48901
H  19.25420  -19.18433  -8.22416
H  21.49559  -15.94232  -8.90102
H  22.24532  -17.32645  -8.11018
H  22.37478  -15.81830  -6.44893
H  20.97551  -16.66381  -5.96697
H  19.66759  -13.31502  -5.82368
H  21.36124  -13.56720  -5.42534
H  20.11564  -14.71719  -4.89839
C  19.07332  -27.20655  -1.53758
O  17.90969  -27.12130  -2.29433
C  17.64645  -25.83077  -2.73121
C  16.40205  -25.83697  -3.55870
O  15.16715  -25.97140  -2.87053
C  14.94460  -27.32001  -2.41824
H  19.10485  -28.25606  -1.19632
H  19.08726  -26.59319  -0.63510
H  19.94740  -26.98844  -2.12876
H  18.40861  -25.50798  -3.44526
H  17.61295  -25.14443  -1.86462
H  16.44305  -26.67058  -4.28517
H  16.34391  -24.90064  -4.10574
H  13.92376  -27.42686  -2.12626
H  15.56451  -27.50741  -1.56636
H  15.07237  -27.92666  -3.28812
C  12.14076  -17.26220  -5.99321
O  12.86124  -16.51863  -5.04045
C  13.84098  -15.72710  -5.64894
C  14.97558  -16.57617  -6.09409
O  15.91689  -15.66684  -6.66804
C  17.13868  -16.28208  -7.00662
H  11.69734  -16.61031  -6.76172
H  11.31159  -17.76473  -5.50641
H  12.75230  -18.04173  -6.45655
H  14.19022  -14.99009  -4.92781
H  13.53384  -15.13725  -6.51253
H  14.64869  -17.25076  -6.86959
H  15.49791  -17.09283  -5.29317
H  17.04714  -16.97063  -7.86556
H  17.51522  -16.85812  -6.16915
H  17.85517  -15.54471  -7.27636
C  22.88490  -30.39642  -9.67486
O  21.77208  -30.16924  -8.82693
C  21.78060  -28.92120  -8.12363
C  20.39179  -28.80529  -7.52530
O  20.52547  -27.73018  -6.62966
C  19.39401  -27.33305  -5.93044
H  23.82724  -30.59754  -9.09705
H  23.07906  -29.62041  -10.40122
H  22.67307  -31.27415  -10.31633
H  21.92590  -28.02780  -8.76013
H  22.56110  -28.85314  -7.37147
H  20.22966  -29.74271  -6.96432
H  19.56806  -28.69439  -8.23356
H  19.50805  -26.36274  -5.45289
H  19.15224  -28.00004  -5.13296
H  18.53363  -27.32813  -6.60809

Forces on the atoms, in the same order (eV/Å):
Ti 1.47 0.45 -0.02
O 1.01 0.73 2.99
C -2.66 -2.03 0.38
O 0.20 1.10 -3.11
O 0.28 -0.66 0.13
H 0.35 0.19 -1.15
C -0.60 0.17 0.18
O 1.46 0.00 -1.13
C -0.30 -0.10 -0.59
C -0.53 0.38 1.83
O 0.23 -0.04 -0.11
C 0.65 0.03 0.16
H 0.22 0.04 0.08
H 0.09 -0.43 0.23
H -0.30 0.01 -0.28
H -0.43 0.05 0.71
H 0.34 0.52 -0.45
H -0.33 -0.56 -0.01
H 0.33 -0.30 -0.24
H -0.59 0.32 -0.29
H -0.12 -0.29 0.25
H -0.15 0.21 -0.26
C 0.00 -0.16 0.31
O -0.27 0.04 -0.48
C 0.12 -0.53 0.37
C 0.74 -0.99 -0.88
O -0.02 0.23 1.25
C -1.40 -0.44 -0.85
H 0.05 -0.09 0.16
H 0.40 0.19 -0.07
H -0.20 -0.08 -0.25
H 0.02 0.08 0.29
H -0.15 0.55 -0.13
H 0.25 0.07 0.07
H -0.15 0.76 -0.02
H 0.06 0.85 0.11
H 0.52 -0.07 -0.14
H 0.08 -0.46 0.20
C 0.83 -0.36 -0.47
O -1.19 0.25 1.16
C -0.61 0.03 0.00
C -0.40 1.33 0.64
O 0.50 -1.24 0.49
C 0.29 -0.43 -0.72
H -0.35 -0.05 -0.35
H 0.44 0.01 -0.13
H 0.17 0.36 -0.10
H 0.17 -0.06 -0.16
H 0.01 0.07 -0.68
H 1.00 0.07 0.33
H -0.96 -0.26 -0.54
H 0.08 -0.25 0.14
H -0.31 0.10 -0.12
H 0.30 0.39 0.17
C -0.09 0.01 1.07
O -0.47 0.12 -1.47
C 0.82 0.88 0.74
C 0.77 -0.88 -0.85
O -2.21 0.76 0.39
C 1.12 -0.16 -0.65
H 0.07 -0.77 -0.28
H 0.01 0.10 0.36
H 0.12 -0.14 -0.07
H 0.48 0.12 -0.27
H -0.61 -0.12 0.14
H -0.22 0.14 0.13
H 0.07 0.08 0.47
H -0.07 -0.10 0.08
H -0.31 -0.14 -0.02
H -0.12 0.23 0.64
C -0.66 0.63 0.18
O -0.74 -0.90 0.20
C 0.18 -0.18 -0.41
C 1.15 -0.16 0.09
O -0.93 1.00 0.84
C 0.14 0.51 -0.15
H 0.20 -0.01 0.08
H 0.44 -0.08 0.44
H 0.46 -0.55 -0.48
H -0.01 0.07 0.15
H 0.20 0.14 -0.03
H -0.15 0.17 -0.47
H -0.01 -0.14 -0.12
H -0.01 -0.25 0.19
H -0.07 -0.04 -0.23
H -0.28 -0.23 0.19
C 0.37 -0.78 -0.43
O 0.93 0.23 -0.66
C -0.64 -1.03 1.52
C -0.53 0.60 -1.10
O 0.67 0.69 0.18
C -0.72 -0.35 -0.59
H -0.35 0.11 -0.28
H -0.31 -0.16 0.38
H 0.01 0.80 0.28
H -0.12 0.05 0.07
H 0.40 0.58 -0.09
H -0.06 0.22 0.21
H 0.10 -0.99 0.17
H 0.39 0.03 0.10
H -0.26 0.40 0.52
H 0.12 -0.32 -0.22
C -1.79 0.28 0.47
O 0.00 -0.16 -0.23
C 0.22 0.02 0.08
C -1.24 1.11 1.07
O 0.43 0.34 -2.14
C 0.15 1.05 1.05
H 0.80 -0.24 0.24
H 0.46 -0.87 -0.32
H 0.27 0.42 -0.36
H -0.46 -0.30 0.03
H 0.34 0.23 -0.24
H 0.32 -0.40 0.14
H 0.55 -0.23 0.41
H 0.17 -0.51 0.03
H -0.04 -0.37 0.10
H -0.25 -0.36 -0.22
C 0.65 -0.15 -0.48
O -0.64 0.47 -0.86
C -0.26 -0.13 -0.18
C 0.45 0.77 -0.03
O 0.07 -0.17 -0.96
C -0.83 -0.05 0.22
H 0.07 -0.18 0.55
H -0.17 -0.21 0.10
H 0.19 0.01 0.03
H 0.00 0.46 0.64
H -0.35 -0.34 0.06
H 0.17 0.06 -0.29
H 0.06 -0.42 0.67
H 0.24 -0.31 0.68
H -0.08 0.07 -0.26
H 0.66 -0.02 0.15
C 0.01 -1.39 1.05
O 0.56 2.05 -0.28
C -1.11 -0.67 -0.38
C 0.60 -0.43 -0.23
O 3.18 0.14 -0.23
C -2.24 0.19 -0.19
H -0.02 0.13 -0.74
H -0.02 0.28 0.33
H 0.36 0.14 -0.16
H 0.17 -0.50 0.24
H 0.02 0.47 0.48
H 0.03 -0.06 -0.04
H -0.35 -0.25 -0.04
H -0.50 0.11 0.05
H -0.62 0.06 0.10
H -0.05 -0.36 0.02
C 0.01 -0.12 1.50
O -0.82 -0.56 -0.31
C 0.49 -0.69 0.94
C 0.43 0.51 0.40
O -0.61 0.07 -0.52
C -0.07 0.63 -1.48
H 0.02 0.04 -0.10
H 0.31 0.20 -0.69
H -0.16 -0.01 -0.50
H -0.21 0.60 -0.22
H 0.17 -0.01 -0.35
H -0.46 0.29 0.14
H 0.47 -0.43 -0.02
H 0.14 0.21 0.33
H -0.08 -0.54 0.45
H 0.26 0.01 0.47
C -0.53 0.47 0.51
O 0.23 -0.56 -0.18
C 0.75 0.38 -0.43
C -0.04 0.05 -0.24
O -0.02 -0.02 1.22
C 0.78 0.12 -0.52
H -0.08 -0.15 0.02
H 0.01 0.13 -0.41
H 0.24 0.02 -0.02
H -0.17 -0.26 0.51
H -0.36 -0.39 -0.12
H 0.16 0.58 -0.17
H -0.58 0.23 -0.11
H -0.29 0.18 -0.35
H -0.17 -0.24 -0.06
H -0.12 -0.47 0.36
C 0.25 -1.37 0.71
O -0.45 -0.38 0.13
C -0.07 0.35 -0.16
C -1.08 -0.42 -0.11
O -0.09 0.05 0.43
C -0.08 1.59 -0.47
H 0.31 0.40 -0.17
H -0.25 0.37 -0.02
H 0.53 0.08 -0.28
H 0.58 0.30 0.20
H -0.09 0.04 -0.48
H 0.37 0.28 0.01
H -0.11 0.26 -0.12
H -0.85 0.27 0.25
H 0.58 -0.66 0.19
H 0.55 -1.08 -0.23
C -0.44 -0.19 -0.20
O -0.72 0.15 -0.06
C 0.49 0.40 0.60
C 1.57 0.87 -0.79
O 0.08 0.09 -0.05
C -0.68 -0.77 -0.40
H 0.26 -0.08 0.01
H -0.05 0.00 0.33
H 0.00 0.12 -0.15
H -0.01 -0.10 0.26
H -0.66 -0.11 -0.18
H 0.00 -0.68 -0.15
H -0.34 -0.42 0.33
H -0.14 0.10 0.21
H 0.25 -0.23 0.38
H 0.52 0.77 -0.14
C 0.43 -1.02 0.21
O 0.57 0.63 -0.35
C -0.79 -0.05 -1.28
C 0.78 -0.75 1.41
O 0.62 0.87 -0.05
C -0.95 -0.10 -0.42
H -0.73 0.21 -0.36
H -0.06 0.81 0.05
H -0.04 0.19 0.69
H 0.17 -0.53 -0.28
H 0.04 -0.29 0.34
H -0.28 0.15 -0.07
H 0.16 0.27 -0.23
H 0.37 0.28 -0.37
H -0.14 -0.88 0.74
H -0.14 0.31 0.04

Charge   0
Gap between HOMO and LUMO (alpha / beta)   4.001 / 9.215 eV
Spin multiplicity   4
HOMO level (alpha / beta)   -3.77 / -9.10 eV
LUMO energy (alpha / beta)   0.0086 / 0.0042 hartree